1.
{
  "formula": "C36H72O15",
  "method": "wB97M-V/def2-TZVPD",
  "elements": ["C", "C", "O", "C", "O", "O", "C", "H", "H", "H", "H", "H", "H", "H", "H", "C", "C", "O", "C", "O", "O", "C", "H", "H", "H", "H", "H", "H", "H", "H", "C", "C", "O", "C", "O", "O", "C", "H", "H", "H", "H", "H", "H", "H", "H", "C", "C", "C", "O", "C", "H", "H", "H", "H", "H", "H", "H", "H", "C", "C", "C", "O", "C", "H", "H", "H", "H", "H", "H", "H", "H", "C", "C", "C", "O", "C", "H", "H", "H", "H", "H", "H", "H", "H", "C", "C", "C", "O", "C", "H", "H", "H", "H", "H", "H", "H", "H", "C", "C", "C", "O", "C", "H", "H", "H", "H", "H", "H", "H", "H", "C", "C", "C", "O", "C", "H", "H", "H", "H", "H", "H", "H", "H"],
  "positions_angstrom": [[2.60465, 0.42979, -6.04519], [1.95346, -0.73776, -5.37965], [0.72783, -0.33996, -4.76965], [-0.48362, -0.31888, -5.44562], [-0.64863, -0.62827, -6.57589], [-1.36913, 0.22721, -4.58650], [-2.67967, 0.52669, -5.02207], [3.57110, 0.04046, -6.36536], [2.69446, 1.16945, -5.24961], [2.00341, 0.85569, -6.84844], [2.60325, -1.13366, -4.59917], [1.75498, -1.55701, -6.07069], [-3.28687, 0.86722, -4.18335], [-3.15870, -0.42459, -5.25384], [-2.75392, 1.25783, -5.82707], [-3.75659, -3.13126, 1.78131], [-4.24905, -1.78751, 1.36307], [-4.34824, -0.92168, 2.52184], [-4.61667, 0.33932, 2.30077], [-4.56593, 0.93383, 1.20157], [-5.05381, 0.82935, 3.43018], [-5.33561, 2.20165, 3.52171], [-4.31372, -3.39827, 2.67932], [-2.68609, -3.16966, 1.98291], [-3.93814, -3.87628, 1.00667], [-5.21261, -1.88086, 0.86212], [-3.60056, -1.29080, 0.64137], [-5.56273, 2.38299, 4.57225], [-6.12450, 2.46652, 2.81773], [-4.51059, 2.89662, 3.36529], [2.67626, -0.29542, 3.47249], [3.90110, 0.35834, 4.09638], [4.82999, 0.75849, 3.08568], [5.83448, 1.55175, 3.26569], [6.19197, 2.03411, 4.29909], [6.48074, 1.67130, 2.08722], [7.67037, 2.44942, 2.06502], [2.90813, -1.11761, 2.79547], [2.16885, 0.36066, 2.76526], [1.94664, -0.72501, 4.15893], [4.51908, -0.39634, 4.58287], [3.64489, 1.07248, 4.87898], [7.41768, 3.43409, 2.45830], [8.15969, 2.58127, 1.09999], [8.43114, 2.04295, 2.73144], [0.59096, -4.60615, 2.65587], [-0.31973, -5.63935, 3.33081], [0.01717, -5.51467, 4.77679], [0.28426, -4.14493, 4.92440], [0.35304, -3.50109, 3.61307], [0.19329, -4.38149, 1.66618], [1.61052, -4.99050, 2.62650], [-0.29781, -6.67539, 2.99284], [-1.34378, -5.34658, 3.09907], [0.91102, -6.12425, 4.90920], [-0.75944, -5.90999, 5.43155], [1.16742, -2.77834, 3.56289], [-0.53226, -2.90727, 3.38566], [-1.03997, -0.36996, -0.90678], [-0.76098, -1.69209, -0.32221], [0.56647, -1.57968, 0.51776], [1.02159, -0.23939, 0.15738], [0.38120, 0.19593, -0.97541], [-1.66208, 0.20164, -0.21805], [-1.46161, -0.38566, -1.91180], [-0.51521, -2.38866, -1.12376], [-1.44483, -2.37094, 0.18731], [1.28562, -2.38103, 0.34816], [0.41485, -1.65819, 1.59431], [0.82954, -0.15208, -1.90599], [0.44706, 1.27597, -1.10687], [-1.50965, 4.02861, -0.68015], [-2.80071, 3.21536, -0.45071], [-3.78852, 4.23243, 0.12573], [-3.02354, 5.47876, 0.36005], [-1.63327, 5.20280, 0.34589], [-1.52302, 4.47214, -1.67574], [-0.64613, 3.36493, -0.63587], [-2.62521, 2.38021, 0.22739], [-3.25025, 2.87648, -1.38408], [-4.15624, 3.87182, 1.08637], [-4.65354, 4.41316, -0.51237], [-1.31669, 4.81196, 1.31291], [-0.99146, 6.06317, 0.15630], [2.90141, -5.72819, -1.38479], [2.96207, -4.49378, -2.23006], [1.53699, -4.16353, -2.57925], [0.75784, -4.78989, -1.56680], [1.40908, -6.00789, -1.17445], [3.40406, -5.43410, -0.46340], [3.44634, -6.61253, -1.71508], [3.52482, -4.75332, -3.12675], [3.39144, -3.65897, -1.67614], [1.20586, -4.73020, -3.44950], [1.25777, -3.11073, -2.62104], [1.08829, -6.79637, -1.85524], [1.15407, -6.37941, -0.18196], [-1.00591, 2.01562, 2.59566], [-0.67809, 3.14672, 3.51240], [-0.23734, 2.52142, 4.86522], [-0.23112, 1.11365, 4.61918], [-1.13882, 0.84123, 3.60254], [-0.24982, 1.94319, 1.81389], [-1.99914, 2.20262, 2.18746], [-1.56561, 3.77356, 3.59893], [0.14156, 3.73501, 3.09984], [-0.82327, 2.85967, 5.71984], [0.77957, 2.85626, 5.06984], [-2.17337, 0.68585, 3.90860], [-0.97784, -0.08048, 3.04340], [0.49458, 3.34621, -3.91436], [-0.88523, 3.65288, -4.54595], [-0.61851, 4.24685, -5.98970], [0.69135, 4.73850, -5.82606], [1.44794, 4.07678, -4.80540], [0.80895, 2.30299, -3.88324], [0.53415, 3.62898, -2.86242], [-1.27997, 4.46691, -3.93798], [-1.63512, 2.87086, -4.42668], [-1.29667, 5.03691, -6.31218], [-0.68588, 3.46805, -6.74933], [1.98729, 4.81167, -4.20778], [2.09916, 3.44057, -5.40477]],
  "atomic_forces_ev_per_a": [[-0.01, -0.09, 0.52], [-0.86, -0.75, -0.81], [-1.81, 0.06, 0.60], [1.79, 1.05, 1.46], [-0.42, -0.44, -0.82], [0.97, 0.13, 0.30], [-1.04, -1.07, -0.06], [0.15, 0.62, -0.30], [0.46, 0.29, -0.25], [0.18, -0.20, -0.13], [-0.26, 0.11, 0.25], [-0.04, -0.02, -0.15], [0.63, 0.36, 0.29], [-0.09, 0.10, -0.73], [0.33, -0.23, -0.10], [0.09, -0.33, 0.43], [0.39, 0.80, -0.88], [0.20, -1.39, -0.30], [-0.48, 1.36, -3.27], [0.10, -1.24, 2.68], [0.50, 0.25, 0.96], [-0.22, 1.14, 0.30], [0.15, -0.35, 0.03], [-0.01, 0.21, 0.22], [-0.18, 0.09, -0.03], [-0.27, 0.21, 0.34], [0.13, -0.08, 0.01], [-0.65, -0.20, -0.19], [-0.14, 0.07, 0.30], [0.53, -0.50, -0.55], [-0.03, -0.03, -1.24], [0.64, -1.67, 0.95], [-1.89, -0.06, -1.76], [1.25, 0.19, 0.00], [0.17, 0.60, 0.72], [-0.05, -0.38, -0.90], [0.31, 0.87, 1.38], [0.71, -0.22, 0.16], [-0.23, 0.48, 0.38], [0.22, 0.55, 0.43], [-0.51, -0.30, 0.65], [0.20, 0.62, -0.56], [0.18, 0.14, -0.07], [-0.88, -0.54, -0.33], [-0.12, -0.22, 0.13], [-1.12, -1.43, -0.43], [-0.99, -0.97, -1.27], [0.16, -0.44, -0.82], [0.10, 1.53, 0.11], [1.00, 0.50, 0.95], [0.41, 0.01, -0.19], [0.14, 0.38, -0.08], [0.54, -0.04, -0.22], [-0.27, 0.24, 0.33], [0.35, 0.08, 0.54], [-0.07, 0.46, 0.22], [0.19, -0.05, 0.63], [-0.49, -0.31, 0.18], [-0.29, 1.27, 0.25], [1.81, -3.49, 0.12], [-1.13, 1.25, -0.57], [1.26, -1.06, 1.79], [-0.97, 0.26, -1.40], [-0.11, 0.41, -0.17], [-0.28, -0.10, 0.18], [0.30, 0.07, -0.48], [-0.80, 0.95, 0.42], [0.25, 0.18, -0.81], [-0.24, 0.68, 0.15], [0.36, -0.57, -0.18], [-0.15, 0.20, 0.66], [-0.42, 0.48, -0.17], [-0.09, 0.65, -0.39], [1.16, 0.56, 0.98], [-0.71, -0.20, -0.44], [0.02, -2.15, -0.15], [-0.01, -0.03, -0.12], [0.23, 0.32, 0.36], [-0.19, 0.07, -0.21], [0.41, -0.46, -0.03], [-0.12, 0.11, 0.12], [0.25, 0.40, -0.06], [-0.01, 0.00, 0.40], [-0.55, 0.22, -0.38], [0.20, -0.48, 1.79], [0.58, 0.47, -1.24], [-0.95, -1.43, 0.08], [-0.54, -0.05, 1.93], [0.30, 0.22, -1.03], [-0.26, -0.41, 0.43], [-0.10, 0.16, -0.46], [0.23, 0.70, -0.09], [0.32, -0.11, -0.24], [0.34, 0.58, -0.88], [0.11, -0.08, -0.11], [-0.05, -0.18, -0.28], [-0.22, 0.70, 0.16], [-1.06, -0.56, 0.49], [0.23, 1.17, 0.76], [0.47, 0.43, -1.13], [0.14, -0.16, 0.94], [-0.18, -0.05, -2.20], [-0.14, -0.69, 0.03], [0.18, -0.15, -0.55], [0.20, 0.29, 0.32], [-0.15, 0.25, 0.12], [-0.48, -0.47, 0.00], [0.16, -0.39, 0.14], [-0.27, 0.61, 0.65], [0.93, -0.39, 0.45], [-0.49, -1.18, -0.12], [-0.53, 0.75, 0.18], [0.33, -1.45, 1.99], [0.13, 1.34, -0.52], [-0.07, 0.62, -0.92], [-0.57, -0.35, -0.28], [-0.05, 0.47, -0.14], [-0.15, 0.23, -0.11], [0.26, -0.19, -0.41], [0.11, 0.18, 0.38], [0.26, -0.28, -0.18], [0.32, 0.18, -0.53], [0.49, -0.27, 0.70]],
  "lowdin_charge": [-0.06, -0.24, -0.02, -0.55, 0.16, -0.04, -0.06, 0.09, 0.07, 0.09, 0.12, 0.12, 0.09, 0.10, 0.10, -0.06, -0.20, 0.05, -0.61, 0.08, 0.02, -0.04, 0.09, 0.05, 0.09, 0.13, 0.11, 0.10, 0.10, 0.08, -0.06, -0.18, 0.05, -0.63, 0.14, 0.00, -0.06, 0.07, 0.07, 0.07, 0.13, 0.13, 0.09, 0.09, 0.09, -0.17, -0.19, -0.23, -0.11, -0.20, 0.11, 0.12, 0.11, 0.11, 0.12, 0.12, 0.09, 0.11, -0.15, -0.16, -0.13, -0.13, -0.23, 0.10, 0.11, 0.09, 0.09, 0.11, 0.08, 0.11, 0.11, -0.14, -0.17, -0.14, -0.14, -0.19, 0.09, 0.09, 0.06, 0.11, 0.09, 0.12, 0.09, 0.12, -0.17, -0.18, -0.20, -0.17, -0.18, 0.10, 0.11, 0.11, 0.11, 0.12, 0.11, 0.11, 0.11, -0.16, -0.18, -0.16, -0.12, -0.20, 0.11, 0.08, 0.10, 0.11, 0.11, 0.11, 0.11, 0.11, -0.16, -0.12, -0.17, -0.15, -0.19, 0.09, 0.09, 0.09, 0.08, 0.12, 0.10, 0.12, 0.11],
  "homo_lumo_gap_ev": 9.97
}

---

2.
{
  "formula": "CH9NO3",
  "method": "wB97M-V/def2-TZVPD",
  "elements": ["C", "N", "H", "H", "H", "H", "H", "O", "H", "H", "O", "H", "H", "O"],
  "positions_angstrom": [[1.19949, -1.60071, 0.72884], [0.39376, -1.73695, -0.22611], [1.73425, -0.63619, 0.92439], [1.58188, -2.52360, 1.39828], [-0.52926, -2.15073, -0.00891], [2.32390, 2.47410, 0.34839], [0.82887, 2.40871, 0.70823], [1.71581, 2.14477, 0.98810], [-0.00262, 0.57769, -2.12412], [-0.58692, -0.46707, -1.28143], [-0.78263, 0.39782, -1.63408], [-2.12131, 1.02382, -0.08434], [-2.78599, -0.40210, 0.07825], [-2.96923, 0.49045, 0.18452]],
  "atomic_forces_ev_per_a": [[1.96, -1.75, 1.38], [-2.22, 2.01, 0.71], [0.20, -0.85, -0.78], [-1.47, 2.00, -0.61], [1.43, -1.76, -0.55], [0.53, 0.45, -0.79], [0.33, -0.04, -0.07], [-0.86, -0.50, 0.84], [1.04, 0.47, -0.76], [0.45, -0.66, 0.54], [-1.22, 0.66, 0.07], [-2.36, -1.98, 0.45], [0.76, -2.39, -0.47], [1.42, 4.32, 0.04]],
  "lowdin_charge": [-0.11, -0.02, 0.06, 0.11, 0.08, 0.02, 0.04, -0.05, 0.02, -0.04, -0.07, 0.07, -0.04, -0.08],
  "homo_lumo_gap_ev": 9.88
}

---

3.
{
  "formula": "C5H15N2O",
  "method": "wB97M-V/def2-TZVPD",
  "elements": ["C", "C", "C", "C", "C", "N", "N", "H", "H", "H", "H", "H", "H", "H", "H", "H", "H", "H", "H", "H", "H", "H", "O"],
  "positions_angstrom": [[-2.34601, -0.03178, 1.68074], [-0.86042, 0.07803, 1.23993], [-0.57509, -1.10250, 0.29270], [0.72765, -1.03251, -0.49164], [1.85543, -0.56316, 0.05760], [3.05781, -0.47021, -0.62478], [-0.72864, 1.40946, 0.53755], [-2.90857, 0.59333, 0.98329], [-2.45398, 0.49360, 2.63461], [-2.73601, -1.02127, 1.76381], [-0.15369, 0.02541, 2.06137], [-1.41861, -1.18266, -0.39610], [-0.55933, -1.98182, 0.93308], [0.72381, -1.47857, -1.47907], [1.86324, -0.06193, 0.99770], [3.31127, -1.22980, -1.23639], [3.87049, -0.08005, -0.18214], [0.22376, 1.75195, 0.60729], [-1.35203, 2.07636, 0.98960], [-0.94987, 1.35203, -0.48064], [-1.28046, 1.36328, -2.82890], [0.03335, 0.49985, -2.65013], [-0.60631, 1.07002, -2.20322]],
  "atomic_forces_ev_per_a": [[1.14, 2.06, 0.51], [-1.15, -1.56, -0.60], [0.64, 0.57, -0.36], [-0.34, -0.02, 0.97], [0.27, 0.27, -1.65], [0.23, -0.26, -0.08], [0.10, -0.12, 0.31], [-0.40, -0.55, -0.20], [-0.16, -0.28, 0.12], [-0.09, -0.60, -0.12], [-0.06, 0.46, 0.18], [0.03, -0.13, 0.00], [-0.30, -0.18, 0.01], [0.15, -0.04, 0.01], [-0.05, 0.13, 0.81], [-0.19, 0.03, -0.09], [-0.15, 0.00, 0.34], [0.19, 0.15, -0.16], [0.10, 0.17, -0.03], [0.27, -0.28, 0.07], [0.31, -0.19, -0.22], [-0.23, 0.18, 0.00], [-0.33, 0.22, 0.16]],
  "lowdin_charge": [-0.02, -0.33, -0.17, -0.13, -0.21, 0.06, 0.21, 0.09, 0.09, 0.09, 0.14, 0.12, 0.13, 0.11, 0.11, 0.10, 0.09, 0.16, 0.16, 0.12, 0.08, 0.07, -0.04],
  "total_charge": 1,
  "homo_lumo_gap_ev": 8.73
}

---

Energy above the lowest of the compared OMol25 structures with the same formula, charge and spin for the records above, in order: 94.80, 52.55, 22.48 kcal/mol